Computed, not measured: C21H21F10N4O10S2 as an isolated structure in a non-equilibrium geometry, with the ωB97M-V functional and the def2-TZVPD basis.

Cartesian coordinates (Å):
C1 3.6546 -4.3629 -0.7781
C2 4.5169 -3.9909 -2.1250
C3 3.9118 -2.7120 -2.9822
C4 5.0601 -1.5656 -3.3323
C5 5.6499 -0.8833 -1.9635
C6 4.9106 0.5283 -1.5288
C7 4.1689 0.2916 -0.0861
C8 2.5567 0.5866 -0.0738
C9 1.9439 1.2830 1.1276
N1 2.7192 1.7379 2.3440
C10 1.9285 1.5872 3.6282
O1 1.5186 0.3953 4.1447
F1 1.5401 2.7875 4.4598
C11 3.1970 3.1693 2.2346
O2 2.5731 3.9587 1.3442
F2 4.3501 3.5904 3.0909
C12 0.2868 1.5077 1.1027
O3 -0.2897 2.6341 1.5397
C13 -0.5616 0.2269 0.4416
C14 -1.9712 -0.2191 1.1504
C15 -1.9015 -1.8133 1.6462
N2 -2.5081 -1.9187 3.0280
C16 0.0462 -0.4499 -0.7710
N3 -0.7201 -1.6037 -1.3773
C17 -1.9643 -1.1653 -2.1170
O4 -2.3112 0.1246 -2.3640
F3 -2.8926 -2.2733 -2.5554
C18 0.1487 -2.5204 -2.2094
O5 0.4876 -2.3539 -3.4903
F4 0.6345 -3.7740 -1.5457
C19 1.4973 0.1347 -1.2837
O6 1.7489 0.2608 -2.5890
H1 2.9896 -5.3230 -1.0216
H2 4.3158 -4.5143 0.1854
H3 2.9620 -3.4214 -0.5409
H4 4.5080 -4.9163 -2.8505
H5 5.6289 -3.8046 -1.7745
H6 3.0429 -2.1519 -2.3885
H7 3.5126 -3.1558 -4.0162
H8 5.9844 -2.1057 -3.8604
H9 4.6933 -0.7460 -4.0836
H10 5.6682 -1.6766 -1.0759
H11 6.7983 -0.6458 -2.1785
H12 5.7977 1.3062 -1.3460
H13 4.2410 1.0012 -2.3640
H14 4.6539 1.0720 0.6758
H15 4.3302 -0.7707 0.3871
H16 -2.9207 0.0194 0.5083
H17 -2.0414 0.4009 2.1669
H18 -2.6111 -2.3954 0.8933
H19 -0.8106 -2.2346 1.6864
H20 -3.1538 -1.1312 3.2547
H21 -1.7113 -1.9985 3.6973
C20 -5.7673 1.8998 -1.1295
F5 -5.1443 0.8636 -1.7625
F6 -5.0473 3.0222 -1.4320
F7 -6.9749 2.0575 -1.7501
S1 -5.9379 1.6482 0.6688
O7 -4.5605 1.5313 1.1553
O8 -6.7378 0.4276 0.7944
N4 -6.6799 3.0138 0.9801
S2 -7.0340 3.1715 2.5169
O9 -5.9053 3.3689 3.4298
O10 -8.0943 2.3016 3.0327
C21 -7.8134 4.8157 2.3920
F8 -8.8950 4.8167 1.5563
F9 -6.9602 5.7596 1.8923
F10 -8.2556 5.2958 3.5903

The lowest unoccupied orbital energy is -0.732 eV. Its total charge is -1. Its total energy is -97382.1415 eV. For the molecular weight, the calculation gives 743.53 g mol⁻¹. The highest occupied orbital energy is -6.910 eV. The HOMO-LUMO gap is 6.178 eV.

In the natural (NBO) picture, each atom carries the following charge in e: atom 1 (C): -0.633, atom 2 (C): -0.427, atom 3 (C): -0.411, atom 4 (C): -0.411, atom 5 (C): -0.417, atom 6 (C): -0.430, atom 7 (C): -0.447, atom 8 (C): 0.018, atom 9 (C): 0.094, atom 10 (N): -0.555, atom 11 (C): 0.959, atom 12 (O): -0.506, atom 13 (F): -0.328, atom 14 (C): 0.956, atom 15 (O): -0.471, atom 16 (F): -0.324, atom 17 (C): 0.497, atom 18 (O): -0.455, atom 19 (C): 0.081, atom 20 (C): -0.504, atom 21 (C): -0.217, atom 22 (N): -0.855, atom 23 (C): 0.029, atom 24 (N): -0.563, atom 25 (C): 0.965, atom 26 (O): -0.482, atom 27 (F): -0.334, atom 28 (C): 0.968, atom 29 (O): -0.461, atom 30 (F): -0.338, atom 31 (C): 0.508, atom 32 (O): -0.490, atom 33 (H): 0.224, atom 34 (H): 0.212, atom 35 (H): 0.203, atom 36 (H): 0.212, atom 37 (H): 0.201, atom 38 (H): 0.199, atom 39 (H): 0.225, atom 40 (H): 0.200, atom 41 (H): 0.223, atom 42 (H): 0.205, atom 43 (H): 0.210, atom 44 (H): 0.216, atom 45 (H): 0.254, atom 46 (H): 0.233, atom 47 (H): 0.248, atom 48 (H): 0.305, atom 49 (H): 0.259, atom 50 (H): 0.200, atom 51 (H): 0.202, atom 52 (H): 0.383, atom 53 (H): 0.362, atom 54 (C): 0.708, atom 55 (F): -0.319, atom 56 (F): -0.323, atom 57 (F): -0.324, atom 58 (S): 2.209, atom 59 (O): -0.947, atom 60 (O): -0.918, atom 61 (N): -1.175, atom 62 (S): 2.203, atom 63 (O): -0.921, atom 64 (O): -0.919, atom 65 (C): 0.707, atom 66 (F): -0.326, atom 67 (F): -0.325, atom 68 (F): -0.321

Computed, not measured: a 7-piece molecular cluster, C21H21F7O21 overall in a non-equilibrium geometry, with the ωB97M-V functional and the def2-TZVPD basis.

Cartesian coordinates (Å):
C1 12.7647 1.2074 6.3061
C2 11.7851 2.0725 5.5110
O1 11.9665 1.5889 4.1910
C3 12.4689 0.3387 4.2556
O2 12.6081 -0.4008 3.3424
O3 12.7757 0.0172 5.5499
F1 12.0614 3.3910 5.5487
H1 12.3636 1.1019 7.3145
H2 13.7335 1.7026 6.4120
H3 10.7673 1.8558 5.8340
C4 10.6418 -4.0335 8.5078
C5 9.3471 -4.4461 7.8026
O4 9.1449 -3.4645 6.8246
C6 10.2269 -2.6381 6.7570
O5 10.3501 -1.7506 5.9775
O6 11.1119 -2.9349 7.7126
F2 8.3075 -4.3974 8.6996
H4 11.3899 -4.8165 8.5229
H5 10.3671 -3.5811 9.4563
H6 9.2907 -5.4244 7.3318
C7 2.1633 2.6207 3.6624
C8 3.6710 2.5114 3.6885
O7 3.9110 3.0512 4.9828
C9 2.9111 2.5556 5.7761
O8 2.9637 2.4655 6.9522
O9 1.8616 2.1941 4.9877
F3 4.2900 3.2441 2.7389
H7 1.6996 1.9663 2.9255
H8 1.8193 3.6347 3.4564
H9 4.0516 1.4887 3.6377
C10 8.7180 0.4086 4.4457
C11 8.4332 0.6784 5.9109
O10 7.2215 0.0545 6.1338
C12 6.6336 -0.2873 4.9473
O11 5.5551 -0.7544 4.8241
O12 7.4604 0.0213 3.9250
F4 8.2743 2.0330 6.1342
H10 9.4410 -0.4026 4.3372
H11 9.1766 1.2260 3.8889
H12 9.2483 0.3175 6.5318
C13 8.9864 -1.3464 11.1845
C14 7.8855 -1.2147 10.1399
O13 8.6460 -0.7952 9.0239
C15 9.7118 -0.0711 9.4798
O14 10.3030 0.7074 8.8076
O15 9.8794 -0.2883 10.7936
F5 7.0098 -0.2300 10.4660
H13 9.4677 -2.3090 11.0022
H14 8.7239 -1.2056 12.2247
H15 7.3592 -2.1231 9.8624
C16 11.1200 4.8800 2.5160
C17 9.7490 5.2292 3.0739
O16 8.9040 4.2528 2.5446
C18 9.6386 3.2918 1.9098
O17 9.1853 2.3020 1.4475
O18 10.9436 3.5845 1.9624
F6 9.3429 6.4542 2.5943
H16 11.9592 4.9774 3.2026
H17 11.3953 5.5622 1.7047
H18 9.6688 5.3041 4.1565
C19 10.1361 -0.7158 0.9966
C20 9.8183 -2.2097 1.0410
O19 9.9509 -2.6530 -0.2886
C21 10.2061 -1.5912 -1.1067
O20 10.3433 -1.6794 -2.2785
O21 10.2606 -0.4495 -0.4064
F7 8.5358 -2.4458 1.4713
H19 11.1037 -0.6025 1.4883
H20 9.3672 -0.0907 1.4330
H21 10.4924 -2.8259 1.6327

The lowest unoccupied orbital energy is 0.017 eV. Its total energy is -84138.6501 eV. As for the energy above the lowest of the compared OMol25 structures with the same formula, charge and spin: 0.534 eV. For the molecular weight, the calculation gives 742.36 g mol⁻¹. The highest occupied orbital energy is -10.843 eV. Its SMILES is O=C1OC[C@@H](F)O1.O=C1OC[C@@H](F)O1.O=C1OC[C@@H](F)O1.O=C1OC[C@@H](F)O1.O=C1OC[C@@H](F)O1.O=C1OC[C@@H](F)O1.O=C1OC[C@@H](F)O1. The HOMO-LUMO gap is 10.860 eV.

In the natural (NBO) picture, each atom carries the following charge in e: atom 1 (C): -0.139, atom 2 (C): 0.456, atom 3 (O): -0.503, atom 4 (C): 0.980, atom 5 (O): -0.568, atom 6 (O): -0.477, atom 7 (F): -0.326, atom 8 (H): 0.227, atom 9 (H): 0.195, atom 10 (H): 0.156, atom 11 (C): -0.127, atom 12 (C): 0.435, atom 13 (O): -0.479, atom 14 (C): 0.989, atom 15 (O): -0.588, atom 16 (O): -0.478, atom 17 (F): -0.347, atom 18 (H): 0.221, atom 19 (H): 0.202, atom 20 (H): 0.175, atom 21 (C): -0.127, atom 22 (C): 0.443, atom 23 (O): -0.503, atom 24 (C): 0.968, atom 25 (O): -0.545, atom 26 (O): -0.487, atom 27 (F): -0.319, atom 28 (H): 0.207, atom 29 (H): 0.198, atom 30 (H): 0.166, atom 31 (C): -0.146, atom 32 (C): 0.426, atom 33 (O): -0.486, atom 34 (C): 0.978, atom 35 (O): -0.565, atom 36 (O): -0.475, atom 37 (F): -0.356, atom 38 (H): 0.213, atom 39 (H): 0.216, atom 40 (H): 0.187, atom 41 (C): -0.123, atom 42 (C): 0.432, atom 43 (O): -0.507, atom 44 (C): 0.978, atom 45 (O): -0.579, atom 46 (O): -0.474, atom 47 (F): -0.326, atom 48 (H): 0.182, atom 49 (H): 0.231, atom 50 (H): 0.190, atom 51 (C): -0.139, atom 52 (C): 0.436, atom 53 (O): -0.482, atom 54 (C): 0.977, atom 55 (O): -0.572, atom 56 (O): -0.469, atom 57 (F): -0.342, atom 58 (H): 0.216, atom 59 (H): 0.210, atom 60 (H): 0.169, atom 61 (C): -0.147, atom 62 (C): 0.436, atom 63 (O): -0.494, atom 64 (C): 0.971, atom 65 (O): -0.567, atom 66 (O): -0.473, atom 67 (F): -0.344, atom 68 (H): 0.220, atom 69 (H): 0.235, atom 70 (H): 0.159

Computed, not measured: one molecule with the formula C21H21FN2O4, with the ωB97M-V functional and the def2-TZVPD basis.

Cartesian coordinates (Å):
O1 -1.6882 -1.6840 1.5391
C1 -1.8577 -0.5420 1.1703
C2 -3.1668 -0.0871 0.6466
C3 -4.0704 -1.0760 0.2614
C4 -5.3162 -0.7524 -0.2463
C5 -5.6939 0.5944 -0.3357
C6 -4.7899 1.5832 0.0401
C7 -3.5398 1.2524 0.5168
H1 -2.8751 2.0469 0.8139
H2 -5.1017 2.6119 -0.0450
O2 -6.9288 0.9761 -0.7712
C8 -7.8622 -0.0823 -0.8284
C9 -7.2183 -1.3193 -1.4517
H3 -7.9250 -2.1479 -1.5101
O3 -6.1445 -1.7635 -0.6523
H4 -6.8570 -1.0703 -2.4591
H5 -8.7003 0.2762 -1.4273
H6 -8.2089 -0.3262 0.1848
H7 -3.7911 -2.1141 0.3482
C10 -0.7168 0.4658 1.1725
C11 -0.3206 0.7788 -0.2794
H8 -0.0574 -0.1524 -0.7859
H9 -1.1553 1.2317 -0.8150
C12 0.8870 1.7190 -0.3079
N1 1.9818 1.1331 0.4317
C13 3.0477 0.6407 -0.2542
O4 3.2635 0.9033 -1.4156
N2 3.8885 -0.1859 0.5042
C14 5.1396 -0.5688 0.0164
C15 5.5562 -1.8959 0.0557
C16 6.8059 -2.2624 -0.4086
C17 7.6633 -1.3102 -0.9316
C18 7.2781 0.0193 -0.9609
C19 6.0359 0.3798 -0.4782
F1 5.7133 1.6875 -0.4437
H10 7.9330 0.7872 -1.3410
H11 8.6335 -1.5968 -1.3062
H12 7.1057 -3.2986 -0.3693
H13 4.8850 -2.6434 0.4546
H14 3.4329 -0.8809 1.0775
C20 1.6632 0.8890 1.8177
C21 0.4934 -0.0897 1.9278
H15 0.7646 -1.0551 1.4963
H16 0.2342 -0.2533 2.9747
H17 1.3738 1.8488 2.2648
H18 2.5418 0.5294 2.3528
H19 0.6272 2.6832 0.1429
H20 1.2269 1.8829 -1.3314
H21 -1.0471 1.3875 1.6612

The lowest unoccupied orbital energy is 0.408 eV. Its total energy is -36006.0556 eV. As for the energy above the lowest of the compared OMol25 structures with the same formula, charge and spin: 1.490 eV. For the molecular weight, the calculation gives 384.41 g mol⁻¹. The highest occupied orbital energy is -8.455 eV. Its SMILES is O=C(c1ccc2c(c1)OCCO2)C1CCN(C(=O)Nc2ccccc2F)CC1. The HOMO-LUMO gap is 8.863 eV.

In the natural (NBO) picture, each atom carries the following charge in e: atom 1 (O): -0.548, atom 2 (C): 0.600, atom 3 (C): -0.185, atom 4 (C): -0.196, atom 5 (C): 0.271, atom 6 (C): 0.238, atom 7 (C): -0.251, atom 8 (C): -0.180, atom 9 (H): 0.213, atom 10 (H): 0.229, atom 11 (O): -0.477, atom 12 (C): -0.098, atom 13 (C): -0.099, atom 14 (H): 0.205, atom 15 (O): -0.491, atom 16 (H): 0.181, atom 17 (H): 0.204, atom 18 (H): 0.183, atom 19 (H): 0.245, atom 20 (C): -0.329, atom 21 (C): -0.403, atom 22 (H): 0.213, atom 23 (H): 0.222, atom 24 (C): -0.218, atom 25 (N): -0.450, atom 26 (C): 0.799, atom 27 (O): -0.633, atom 28 (N): -0.646, atom 29 (C): 0.090, atom 30 (C): -0.219, atom 31 (C): -0.217, atom 32 (C): -0.214, atom 33 (C): -0.265, atom 34 (C): 0.391, atom 35 (F): -0.316, atom 36 (H): 0.229, atom 37 (H): 0.216, atom 38 (H): 0.215, atom 39 (H): 0.209, atom 40 (H): 0.397, atom 41 (C): -0.217, atom 42 (C): -0.394, atom 43 (H): 0.212, atom 44 (H): 0.220, atom 45 (H): 0.192, atom 46 (H): 0.220, atom 47 (H): 0.185, atom 48 (H): 0.253, atom 49 (H): 0.212

Computed, not measured: C21H21IN2O7PdSeSi as an isolated structure in a non-equilibrium geometry, with the ωB97M-V functional and the def2-TZVPD basis.

Cartesian coordinates (Å):
Pd1 0.9608 0.3270 -1.5828
I1 3.2507 1.6789 -2.4910
C1 1.8426 3.2145 -2.8298
C2 2.1803 4.0739 -3.8281
C3 1.2682 5.0222 -4.2665
C4 0.1280 5.2823 -3.5302
C5 -0.3163 4.3104 -2.5815
C6 -1.5985 4.4459 -1.9821
C7 -1.9960 3.4700 -1.0961
C8 -1.2525 2.2586 -1.0053
C9 0.0352 2.1147 -1.4565
C10 0.4826 3.1734 -2.2681
H1 3.1619 4.0803 -4.2815
H2 1.5564 5.4996 -5.1811
H3 -0.5212 6.1726 -3.6338
H4 -2.0674 5.4437 -2.0876
H5 -2.9252 3.4741 -0.5816
H6 -1.6412 1.4962 -0.3639
O1 -0.3981 -0.2454 0.4064
C11 0.3210 0.2331 1.3374
O2 1.3923 0.7819 1.1213
C12 -0.0112 0.0092 2.8227
C13 -1.3030 -0.3623 3.2441
C14 -1.6521 -0.4636 4.6015
C15 -0.6859 -0.3367 5.6085
C16 0.6075 -0.1224 5.1248
C17 1.0063 0.0751 3.8375
N1 1.6414 0.1636 6.1411
O3 1.3964 0.2922 7.3381
O4 2.7370 0.2930 5.6610
N2 -3.0284 -0.8157 4.9803
O5 -3.9339 -0.7441 4.2013
O6 -3.0842 -1.1532 6.1481
H7 -2.1159 -0.3850 2.5525
H8 -0.8347 -0.4991 6.6092
H9 1.9996 0.4432 3.6694
C18 -0.8401 -0.9571 -3.3875
O7 0.2856 -0.1198 -3.3742
H10 -1.0912 -1.2943 -4.3969
H11 -1.7486 -0.3833 -3.0076
H12 -0.6659 -1.9302 -2.7886
C19 0.6083 -4.1736 -2.6877
Si1 0.8879 -3.6423 -0.8592
C20 -0.8962 -3.3714 -0.2096
C21 1.5405 -5.2178 0.0317
Se1 2.4815 -2.0677 -0.8839
H13 1.4933 -4.7410 -2.9846
H14 0.4694 -3.4875 -3.4279
H15 -0.3047 -4.8368 -2.7673
H16 -1.4840 -4.3044 -0.1400
H17 -1.4958 -2.6584 -0.8843
H18 -0.9219 -2.7596 0.7420
H19 1.2643 -6.1071 -0.5294
H20 1.1818 -5.3477 1.0843
H21 2.6332 -5.3024 0.1131

The lowest unoccupied orbital energy (spin up / spin down) is 3.324 / 3.324 eV. Its total charge is -2. Its total energy is -124229.1770 eV. Its expectation value of S² is 2.01. As for the energy above the lowest of the compared OMol25 structures with the same formula, charge and spin: 0.276 eV. For the molecular weight, the calculation gives 753.78 g mol⁻¹. The highest occupied orbital energy (spin up / spin down) is -0.519 / -1.365 eV. The spin multiplicity is 3. The HOMO-LUMO gap (spin up / spin down) is 3.844 / 4.689 eV.

In the natural (NBO) picture, each atom carries the following charge in e: atom 1 (Pd): 1.027, atom 2 (I): 0.211, atom 3 (C): -0.075, atom 4 (C): -0.299, atom 5 (C): -0.235, atom 6 (C): -0.198, atom 7 (C): -0.060, atom 8 (C): -0.248, atom 9 (C): -0.212, atom 10 (C): -0.269, atom 11 (C): -0.225, atom 12 (C): -0.146, atom 13 (H): 0.207, atom 14 (H): 0.193, atom 15 (H): 0.193, atom 16 (H): 0.183, atom 17 (H): 0.190, atom 18 (H): 0.222, atom 19 (O): -0.763, atom 20 (C): 0.720, atom 21 (O): -0.684, atom 22 (C): 0.018, atom 23 (C): -0.185, atom 24 (C): 0.011, atom 25 (C): -0.178, atom 26 (C): -0.008, atom 27 (C): -0.142, atom 28 (N): 0.534, atom 29 (O): -0.415, atom 30 (O): -0.370, atom 31 (N): 0.540, atom 32 (O): -0.358, atom 33 (O): -0.412, atom 34 (H): 0.258, atom 35 (H): 0.252, atom 36 (H): 0.281, atom 37 (C): -0.249, atom 38 (O): -0.838, atom 39 (H): 0.136, atom 40 (H): 0.131, atom 41 (H): 0.151, atom 42 (C): -1.106, atom 43 (Si): 1.406, atom 44 (C): -1.150, atom 45 (C): -1.118, atom 46 (Se): -0.896, atom 47 (H): 0.212, atom 48 (H): 0.229, atom 49 (H): 0.189, atom 50 (H): 0.206, atom 51 (H): 0.246, atom 52 (H): 0.246, atom 53 (H): 0.206, atom 54 (H): 0.214, atom 55 (H): 0.229